{"formula": "C19H28N4O3", "method": "ωB97M-V/def2-TZVPD", "symbols": ["H", "H", "H", "C", "N", "H", "H", "H", "H", "C", "C", "C", "C", "H", "N", "H", "C", "H", "C", "C", "H", "O", "C", "H", "H", "H", "O", "H", "C", "C", "C", "H", "H", "N", "O", "C", "C", "H", "H", "C", "C", "N", "C", "H", "H", "H", "H", "H", "H", "H", "C", "C", "H", "H"], "xyz": [[-0.67008, 0.10087, 2.29397], [1.97588, -1.68168, -0.20189], [2.36071, -3.72620, 0.82208], [-2.19337, 1.97937, -2.32271], [2.92767, -3.29013, 4.32697], [-0.49900, -4.62874, 2.94953], [1.11103, -0.12970, -0.10041], [-1.00441, -1.31263, 0.36773], [-0.16367, -6.34718, 2.67950], [-3.29594, 1.05209, -1.87463], [0.28560, -5.37677, 2.88307], [-0.84877, 1.75804, -2.20183], [0.24205, -0.41543, 2.59496], [2.35333, -1.91723, 2.16140], [-4.19801, 0.73428, -2.99792], [2.58779, -4.35511, 6.10176], [0.23119, -1.85924, 2.05278], [0.83014, -5.42731, 3.82308], [-1.05052, 5.05032, -3.85151], [-0.19973, 2.91325, -2.76831], [-4.44363, 1.58292, -3.51259], [-2.42417, 3.19506, -2.91795], [-0.96936, 7.49108, -5.10881], [-0.37509, 0.88026, -1.77769], [0.86854, 3.07879, -2.85236], [-3.85843, 1.54274, -1.07342], [0.80443, -2.68464, 4.73699], [3.20349, -2.70815, 6.32275], [1.72907, -2.83601, 3.94373], [0.19727, 5.63085, -4.11004], [-0.06420, -1.84056, 0.53321], [-5.03355, 0.24199, -2.68176], [-2.86559, 0.13104, -1.46747], [-2.16558, 6.93846, -4.86087], [1.54539, -5.90145, 0.95231], [0.22744, 6.86874, -4.74825], [-1.19899, 3.75162, -3.19325], [-0.92885, 8.45442, -5.60770], [1.10495, 0.13448, 2.21978], [1.54558, -2.59542, 2.43420], [-2.20453, 5.74349, -4.24605], [1.76727, -3.81742, 1.63191], [1.01522, -1.18763, -0.34313], [0.72843, -1.28281, -1.39093], [4.29771, -3.99425, 5.76029], [1.12576, 5.14242, -3.82834], [-3.18077, 5.30747, -4.05678], [-0.21910, -2.86312, 0.18678], [1.17087, 7.35459, -4.97105], [3.62334, -3.43639, 3.61275], [3.27942, -3.60730, 5.70859], [1.24295, -5.03810, 1.75940], [-0.60393, -2.37877, 2.52347], [0.27673, -0.41928, 3.68469]], "smiles": "CC[C@H](C)[C@H](NC(C)=O)C(=O)NC.NCc1ccc(-c2cccnc2)o1", "fmax_ev_per_a": 2.1, "energy_ha": -1185.54867, "gap_ev": 8.62, "homo_ev": -8.1}

=====

{"formula": "C19H28N4S2Sr", "method": "ωB97M-V/def2-TZVPD", "symbols": ["H", "C", "C", "C", "N", "C", "H", "H", "N", "H", "H", "H", "H", "H", "H", "H", "C", "H", "H", "C", "N", "H", "H", "H", "H", "H", "C", "H", "H", "C", "C", "H", "S", "C", "S", "H", "H", "C", "C", "C", "N", "C", "C", "H", "Sr", "C", "C", "C", "H", "H", "H", "H", "H", "C"], "xyz": [[2.98704, 2.18460, 0.10154], [1.49441, -0.33839, 5.60546], [0.76622, 0.98937, -2.60844], [-2.20089, -2.42623, -1.83824], [-1.59362, 1.20221, -1.79950], [-3.37758, 1.53929, -0.05476], [0.50534, 0.00943, -3.04500], [1.53029, 1.47089, -3.22728], [2.23063, -2.18515, 1.21225], [-0.79444, 2.59196, 1.21487], [1.42717, 2.99785, -0.28751], [-0.78758, 2.15660, -3.53335], [-3.98013, 0.71300, -0.46048], [4.10548, -4.86156, -1.97424], [-2.24517, 3.15336, 2.16209], [-2.34258, -3.37396, 0.10117], [1.34101, -2.88429, -2.20194], [-4.05072, 2.30459, 0.35216], [3.35911, -1.51440, 2.99377], [2.21608, 2.33596, -0.66639], [1.13222, -1.58628, 1.60556], [-2.12388, 0.71117, -2.52750], [-0.88340, -0.79273, 3.16260], [2.30442, -4.17109, -3.61454], [-1.06415, 2.03183, 2.88961], [0.54547, -2.55265, -2.88228], [2.63571, -0.74329, 4.89028], [-1.97403, 3.01741, -0.78538], [-0.65450, -0.00934, 5.54957], [3.32566, -3.58740, -0.41762], [0.22711, -0.32745, 4.98800], [4.08010, -3.76299, 0.34625], [1.59802, 0.67361, -1.02319], [-1.56596, 2.31564, 1.95100], [-2.51056, 0.85716, 1.40248], [3.62202, -0.75096, 5.35704], [-1.74896, -2.42723, -2.84375], [2.25670, -2.72826, -0.06430], [1.24492, -1.12855, 2.93510], [3.33318, -4.14741, -1.68407], [1.27066, -2.40471, -0.94307], [2.33279, -3.77913, -2.59716], [-0.46925, 1.88287, -2.50894], [1.58107, -0.02624, 6.64949], [-0.73646, -0.96440, -0.19279], [2.50389, -1.14989, 3.55965], [-2.54118, 2.16254, -1.16646], [0.09187, -0.72683, 3.65508], [-0.22250, 2.80686, -1.97376], [-3.25360, 2.52783, -1.93037], [-1.02606, -4.03669, -1.01538], [2.67540, 2.75067, -1.57333], [-3.10985, -1.80446, -1.75414], [-1.80606, -3.27779, -0.86040]], "total_charge": 2, "fmax_ev_per_a": 3.5, "energy_ha": -1786.39935, "gap_ev": 7.03, "homo_ev": -14.2}